1.
C2H3NO3 | ωB97M-V/def2-TZVPD

Structure (XYZ):
```
9
Properties=species:S:1:pos:R:3:forces:R:3:nbo_charge:R:1
O -2.115599 -0.423089 0.970548 -0.4517 -0.5225 -1.0856 -0.557
C -1.440029 -0.083266 0.025881 -0.3830 3.4985 2.6492 0.522
N -0.389134 -0.692759 -0.541513 2.0054 1.1791 -0.3654 -0.656
C 0.668579 0.005879 -0.171951 1.5045 -4.3131 -1.0282 0.865
O 1.707276 0.082416 -1.005864 0.0171 0.3967 0.6440 -0.633
O 1.067734 0.267465 1.074781 -0.6250 1.1609 -0.8978 -0.628
H -1.307312 1.078719 -0.219239 -1.6701 -1.5398 0.0948 0.055
H 1.459565 -0.346416 -1.838725 -0.2474 0.2163 0.1203 0.514
H 0.348920 0.111052 1.706081 -0.1500 -0.0761 -0.1313 0.517
```
Positions in Å, forces in eV/Å.

SMILES: O=CN=C(O)O
Frontier orbital gap in eV: 10.1
Net charge: 0
HOMO energy in eV: -10.05
Multiplicity: 1

=====

2.
C3H4HgLi2O2 | ωB97M-V/def2-TZVPD

Structure (XYZ):
```
12
Properties=species:S:1:pos:R:3:forces:R:3:mulliken_spin:R:1
O 0.742213 -0.649235 0.549965 -0.8833 -0.1649 -1.3901 0.136
C 1.595397 0.162370 -0.090841 2.7733 -0.4262 3.8682 0.380
C -0.592489 -0.913743 -0.067160 -0.4754 -1.6954 0.7162 -0.027
O 2.652823 0.338660 0.561691 -4.1512 0.1980 -2.5890 0.393
C -1.411930 0.363642 -0.082516 1.9030 -0.4493 -1.0004 0.065
Hg 4.939939 0.116529 -0.324673 1.3115 -0.0486 -0.5264 0.049
H -1.056728 -1.544329 0.708748 0.5775 0.1617 0.2556 0.007
H -0.552959 -1.730996 -0.793457 0.4969 1.0251 -1.1176 0.000
H -1.244768 0.271552 1.009119 -1.9857 2.5186 0.0986 -0.005
H -2.065814 0.651717 -0.933664 -0.4722 -0.5364 1.4566 -0.001
Li -0.159831 1.352625 -1.596923 0.4924 -0.1476 0.4680 0.002
Li -2.845854 1.581211 1.059712 0.4132 -0.4350 -0.2398 0.001
```
Positions in Å, forces in eV/Å.

Frontier orbital gap (spin up / spin down) in eV: 6.0 / 5.0
Net charge: +1
HOMO energy (spin up / spin down) in eV: -10.64 / -10.48
Expectation value of S²: 0.7561
Multiplicity: 2

=====

3.
C3H7NO | ωB97M-V/def2-TZVPD

Structure (XYZ):
```
12
Properties=species:S:1:pos:R:3:forces:R:3:nbo_charge:R:1
C -1.541429 -0.677628 0.077422 1.3446 -0.4072 -0.5510 -0.361
C -1.220908 0.732076 0.232950 -0.6096 1.9484 -0.5439 -0.527
C 0.181060 0.800096 -0.562282 -2.9622 -0.8001 -0.3154 0.183
N 2.122557 -0.539175 -0.036216 0.0056 1.0561 -1.7604 -0.507
O 1.296388 0.722782 0.120650 1.0440 -0.9048 0.9677 -0.406
H -0.773801 -1.343739 0.455185 -0.2714 -0.3301 0.3392 0.164
H -2.087036 -1.091982 -0.773937 0.0281 0.4250 0.2061 0.184
H -2.111905 1.395440 -0.262957 2.5672 -1.1333 1.4997 0.223
H -0.881132 0.979855 1.270852 -0.9853 0.1815 -0.7729 0.227
H 0.047369 0.403684 -1.565462 0.8555 -0.0410 -0.1423 0.155
H 1.935454 -1.100942 0.741509 -1.8221 -1.1945 1.6481 0.328
H 3.033384 -0.280468 0.302286 0.8055 1.1998 -0.5750 0.337
```
Positions in Å, forces in eV/Å.

Frontier orbital gap (spin up / spin down) in eV: 8.5 / 8.1
Net charge: 0
HOMO energy (spin up / spin down) in eV: -7.99 / -7.65
Multiplicity: 1

=====

4.
C2H4S3 | ωB97M-V/def2-TZVPD

Structure (XYZ):
```
9
Properties=species:S:1:pos:R:3:forces:R:3:nbo_charge:R:1
C 1.787331 0.335745 -0.063872 -3.8308 -0.3319 1.5695 -0.719
S 0.112183 1.207193 -0.011655 -0.2542 -0.7756 -0.2329 0.300
C -0.961715 -0.173920 -0.122466 -1.0431 0.2038 0.4465 -0.487
S -0.546528 -1.763322 -0.031260 -0.5501 0.8746 -0.1927 -0.009
S -2.749236 0.426375 -0.187178 1.3939 -1.7200 0.7378 0.013
H 1.871314 0.242236 -1.139983 1.1980 -0.2492 0.2357 0.243
H 1.396669 -0.604126 0.503409 1.6926 1.2394 -1.1772 0.260
H 2.297393 1.050409 0.576667 0.9796 -0.3731 -0.5979 0.236
H -3.207410 -0.720594 0.476340 0.4141 1.1319 -0.7889 0.163
```
Positions in Å, forces in eV/Å.

SMILES: CSC(=S)S
Frontier orbital gap in eV: 8.6
Net charge: 0
HOMO energy in eV: -8.89
Multiplicity: 1

=====

5.
C6H15F9FeN8O25S7 | ωB97M-V/def2-TZVPD

Structure (XYZ):
```
71
Properties=species:S:1:pos:R:3:forces:R:3:mulliken_spin:R:1
Fe 1.577109 -0.486677 -0.549397 0.5125 3.8237 -0.7626 4.321
C 1.189147 3.961398 0.265251 0.9639 -1.3068 -0.0735 0.006
F 1.401531 3.774667 1.563719 0.1692 0.2869 0.2843 0.000
F -0.066643 3.606639 0.030728 -0.0562 0.3540 -0.3816 0.001
F 1.426680 5.225118 -0.053895 -0.4161 0.0015 0.0625 0.001
S 2.426823 2.919734 -0.733455 0.2970 1.9410 -3.2909 0.004
O 2.001178 1.502349 -0.505669 0.1214 -1.2642 0.5044 0.075
O 2.175450 3.291136 -2.131066 -0.1115 -0.5835 2.0195 0.017
O 3.736668 3.280291 -0.257532 -0.9209 -0.6321 0.4411 0.010
N 0.140539 -0.239328 0.642079 -2.1829 0.7268 3.6964 0.134
S -1.420056 -0.646092 0.743074 -4.1187 -3.2886 -3.5078 0.011
O -2.376123 0.403476 0.831111 0.8948 -0.1271 0.3277 0.020
O -1.560509 -1.863766 1.486674 0.2354 1.2723 0.4352 0.023
F -1.637623 -1.152527 -0.740011 0.6531 0.1815 0.1675 0.004
S 0.177191 0.281581 2.271969 4.6360 3.7925 3.4172 0.014
O 0.546920 -0.578227 3.361522 -1.0876 -0.7153 -1.7965 0.012
O -0.655164 1.408403 2.572514 -0.5535 -1.4528 -0.8295 0.021
F 1.555799 1.029194 2.047366 0.2412 -0.3213 -0.2491 0.005
N 1.337207 -2.351977 -0.893286 -0.8092 -3.4329 -2.4528 0.101
S 0.903394 -3.294145 -2.224856 -2.0624 1.2719 -6.5102 0.005
O -0.391540 -3.909064 -2.311839 0.9384 0.5654 1.7580 0.012
O 1.979151 -4.057427 -2.762431 0.3449 0.6979 1.0690 0.015
F 0.663097 -2.060777 -3.224287 0.9725 -0.7633 0.9494 0.001
S 1.330458 -3.637799 0.087631 1.0443 0.3829 8.6875 -0.001
O 2.518290 -4.430986 0.161711 -0.8833 0.2448 -1.5229 0.013
O 0.051431 -4.118011 0.496074 0.4370 -0.4743 -1.9478 0.015
F 1.579566 -2.671755 1.394094 0.3393 0.0377 -0.5899 0.004
N 0.532347 1.745969 -4.242115 -2.3260 -2.7088 2.1389 0.007
S -0.431193 0.981622 -3.116817 -1.0142 4.7288 1.6552 0.009
O 0.274412 0.235262 -2.078870 0.6373 -1.0787 -0.4195 0.068
O -1.786913 0.640116 -3.454212 1.4287 -1.2267 -0.2030 0.008
F -0.769633 2.299754 -2.263399 0.7264 -0.4611 -0.1466 0.003
S 0.013495 0.942836 -5.513943 1.8729 -0.0550 -5.7183 0.000
O -0.908137 1.615624 -6.392553 0.2467 -0.1893 1.4355 0.001
O -0.068941 -0.488808 -5.438516 -0.3050 0.2394 0.9663 0.000
F 1.405918 1.103872 -6.370106 -0.6699 0.1528 0.7277 0.000
C -3.790572 3.356285 1.084602 -1.2345 -0.3627 -0.3145 0.000
N -4.858510 4.419629 1.210864 -0.1437 -0.5895 -0.8931 0.000
O -4.922092 5.115066 2.188285 0.2007 0.2806 0.6938 0.000
O -5.604378 4.509457 0.245836 0.1357 0.1268 0.3622 0.000
H -3.741799 2.716643 1.961377 0.3294 0.6529 0.4070 0.000
H -2.883156 3.869623 0.789346 0.1626 -0.2602 0.1160 0.000
H -4.227717 2.719333 0.320978 0.6256 0.0990 -0.3870 0.000
C 4.948541 -0.705518 2.299846 -0.4464 -0.4759 0.7467 0.004
N 4.338492 -0.118839 1.087820 -1.2132 2.0279 -0.0471 0.004
O 3.247865 -0.603148 0.733755 -0.1418 -1.7557 -0.4229 0.037
O 4.729689 0.912679 0.633384 0.8837 -0.8289 0.0544 0.016
H 5.763211 -1.380928 2.056783 0.1821 0.3385 -0.2414 0.001
H 4.179101 -1.281586 2.810015 -0.1167 -0.0249 -0.2776 0.000
H 5.202085 0.127349 2.948548 0.4233 0.0279 -0.2629 0.000
C -3.021339 -2.400957 -3.526902 0.5703 1.1055 0.2878 0.000
N -3.793474 -3.595217 -3.203529 0.2882 -1.3638 -0.0133 0.000
O -3.760105 -3.977483 -2.045415 -0.2686 0.3228 -0.0277 0.000
O -4.295379 -4.235243 -4.109619 -0.1552 0.4234 0.0448 0.000
H -3.032332 -1.750711 -2.656641 -0.1861 0.0245 -0.1008 0.000
H -3.370211 -1.889482 -4.416661 -0.1706 -0.2620 -0.0246 0.000
H -1.985363 -2.713048 -3.644408 -0.1002 -0.1597 -0.1930 0.000
C -3.856142 -4.571489 1.317466 -1.1354 -0.2120 -0.1257 0.000
N -4.761281 -5.470095 2.138454 1.0277 0.2787 -0.3089 0.000
O -4.210692 -6.096730 3.021399 -0.2268 -0.0280 0.2387 0.000
O -5.919169 -5.571996 1.816878 -0.4152 0.0300 0.0841 0.000
H -4.498330 -4.067522 0.601531 0.1039 -0.0705 -0.0813 0.000
H -3.206687 -5.283433 0.818584 0.3969 0.3638 0.0399 0.000
H -3.380462 -3.841859 1.963248 0.3087 -0.3317 0.1005 0.000
C 4.882884 4.186110 4.623247 -0.0002 -0.0939 0.3791 0.000
N 4.168541 3.599946 3.454429 -0.5457 0.2749 0.3358 0.000
O 3.305742 2.784966 3.720004 0.0403 -0.5060 -0.0783 0.000
O 4.402237 4.032546 2.354782 0.4337 0.0193 0.1127 0.000
H 4.529927 3.701321 5.527889 -0.1643 -0.0773 -0.1433 0.000
H 4.598737 5.234633 4.641868 0.3623 0.0658 -0.0794 0.000
H 5.950813 4.008022 4.534690 -0.0059 0.3204 -0.3212 0.000
```
Positions in Å, forces in eV/Å.

Frontier orbital gap (spin up / spin down) in eV: 7.9 / 5.7
Net charge: -1
HOMO energy (spin up / spin down) in eV: -8.19 / -8.18
Expectation value of S²: 8.7605
Multiplicity: 6

=====

6.
C19H21Br4GeO2SeTc | ωB97M-V/def2-TZVPD

Structure (XYZ):
```
49
Properties=species:S:1:pos:R:3:forces:R:3:mulliken_spin:R:1
Tc -14.603470 -7.158574 -6.857154 0.1889 0.4027 -0.9467 3.218
Br -8.052380 -4.676711 -7.167308 0.0171 0.0105 0.2346 0.000
C -9.828875 -5.046696 -6.581897 1.7777 -1.2546 -2.2102 0.005
C -10.387857 -4.373579 -5.576044 -0.3236 1.4145 1.9726 0.001
Br -9.307351 -3.200519 -4.498000 -0.5220 -0.2293 -0.2354 0.000
C -11.739934 -4.557135 -5.286780 -0.2534 -0.0928 -0.5496 -0.006
Br -12.676826 -3.562309 -4.039870 -0.1156 0.5911 0.8236 0.001
C -12.523792 -5.425041 -6.033122 1.0187 -0.0687 -0.0735 -0.006
O -13.798601 -5.604168 -5.775423 -0.3154 -0.5015 -0.3157 0.061
C -11.891775 -6.186737 -7.070100 -0.7909 -1.4654 0.2220 0.041
O -12.662814 -7.136257 -7.655432 0.3460 1.2643 0.5824 0.042
C -10.531170 -6.009455 -7.316552 -1.0124 0.1974 -0.7204 0.009
Br -9.842685 -6.872957 -8.883299 -0.1694 0.0995 0.6120 0.002
C -13.008474 -7.464623 -3.347758 -0.5212 -0.7432 2.4438 -0.002
Ge -14.924252 -7.647282 -3.691077 -0.1869 1.2588 1.5070 0.016
C -15.769022 -5.905734 -3.185488 -1.2489 -0.2502 0.4605 0.000
C -15.846399 -8.965209 -2.510989 0.0792 0.5859 -1.0424 0.004
C -15.383081 -8.092194 -5.474819 0.5896 0.3573 -0.6883 -0.502
H -12.802293 -8.079489 -2.419436 -0.1861 0.6345 -0.7941 0.001
H -12.745925 -6.446092 -3.100669 -0.0101 0.3379 -0.0864 0.000
H -12.344116 -7.840119 -4.065801 0.7590 -0.4388 -1.3670 -0.002
H -16.029693 -5.974092 -2.094022 0.4624 0.2204 -0.8045 0.001
H -16.756105 -5.666256 -3.686366 1.1725 -0.4483 0.2437 0.004
H -15.074956 -5.089051 -3.374873 -0.0673 0.0008 0.0713 -0.002
H -16.515916 -9.261359 -3.319093 -0.6961 -0.4253 0.5394 0.001
H -16.373607 -8.516877 -1.666837 0.0473 -0.0683 -0.2082 0.000
H -15.285416 -9.832378 -2.220234 0.3832 -0.3483 0.2191 -0.001
H -15.752144 -9.069551 -5.689266 -0.5665 -0.8885 -0.1468 0.024
C -17.400136 -2.712319 -11.809118 1.9569 1.0971 -0.1251 0.000
C -17.035695 -4.043886 -11.173693 -0.3577 -0.0509 0.1963 -0.003
C -17.971950 -4.728576 -10.430149 -1.6722 0.1135 0.5939 0.005
C -17.641888 -5.882366 -9.746154 -0.2274 -0.8758 0.7241 -0.034
C -18.701394 -6.455054 -8.823062 -0.2286 -0.2951 0.3621 -0.013
C -16.344628 -6.440955 -9.807392 -0.5629 0.2372 0.7508 0.082
Se -15.967363 -8.018273 -8.802574 0.1479 -0.6068 0.2504 0.064
C -15.366846 -5.767680 -10.499213 -0.4511 0.5991 -1.5296 -0.011
C -13.907714 -6.078425 -10.559033 0.2562 0.6390 0.3125 -0.008
C -15.784475 -4.627138 -11.197119 0.2369 1.3997 -0.3405 0.008
H -17.821001 -1.991751 -11.073882 -0.0424 -0.6790 -0.4092 0.000
H -18.057013 -2.821990 -12.662858 -0.3767 -0.0522 -0.0255 0.000
H -16.477082 -2.153997 -12.216548 -1.1370 -1.0289 0.5756 0.000
H -19.022740 -4.350277 -10.283325 1.2033 -0.2200 -0.3158 0.000
H -19.106296 -7.441869 -9.074658 0.5358 -0.0648 -0.2608 -0.002
H -19.564955 -5.808612 -8.909029 -0.2543 0.3123 0.3453 0.001
H -18.391418 -6.546907 -7.754365 -0.0082 0.2862 -0.8309 0.005
H -13.551417 -5.590373 -9.639693 0.5988 -0.0531 -0.2910 0.005
H -13.478484 -5.531384 -11.454119 -0.1486 -1.0838 1.0796 0.001
H -13.639192 -7.138154 -10.407417 -0.1569 0.4767 -0.5670 -0.007
H -15.091616 -3.985932 -11.714770 0.8326 -0.3027 -0.2381 0.000
```
Positions in Å, forces in eV/Å.

Frontier orbital gap (spin up / spin down) in eV: 7.2 / 7.4
Net charge: -1
HOMO energy (spin up / spin down) in eV: -4.84 / -5.12
Expectation value of S²: 3.8557
Multiplicity: 4

=====

Per-record calculated total energy, eV: -9753.6219; -11844.4601; -6756.0947; -34643.3547; -204246.6007; -428369.8258